No. 1
The following is a quantum chemistry calculation of 5 unconnected molecules or ions with the total composition C26H60NO13S, from the OMol25 dataset.

Total charge: +1
Maximum force: 2.3 eV/A
2S+1: 1
HOMO-LUMO gap: 6.77 eV

Last column: Löwdin charge in e.
Element x y z (Å)
1 C -0.465 1.357 -1.431  -0.2327
2 S -0.058 1.825 0.275  1.1484
3 N 1.139 3.013 0.160  -0.1164
4 C 0.931 3.990 0.894  -0.3592
5 O 0.669 5.004 1.308  0.2902
6 H -1.530 1.415 -1.590  0.0088
7 H 0.050 2.023 -2.114  0.0874
8 H -0.082 0.361 -1.598  0.0713
9 H -1.195 2.419 0.743  0.0490
10 C -1.032 -5.247 2.150  -0.1008
11 O -0.055 -4.317 2.566  -0.2098
12 C 0.684 -4.712 3.707  -0.2038
13 C 1.977 -3.930 3.756  -0.1796
14 O 2.991 -4.448 2.905  -0.1249
15 C 2.874 -4.272 1.501  -0.1796
16 C 3.148 -2.871 1.000  -0.1908
17 O 2.001 -2.040 1.156  -0.1950
18 C 2.317 -0.675 1.116  -0.1371
19 H -1.780 -5.423 2.931  0.0901
20 H -1.520 -4.823 1.274  0.0779
21 H -0.567 -6.196 1.859  0.0894
22 H 0.902 -5.785 3.688  0.1324
23 H 0.080 -4.482 4.596  0.1286
24 H 2.392 -4.020 4.762  0.1287
25 H 1.800 -2.868 3.572  0.1210
26 H 1.911 -4.634 1.138  0.1232
27 H 3.645 -4.922 1.085  0.1306
28 H 3.377 -2.917 -0.073  0.1283
29 H 4.006 -2.448 1.534  0.1321
30 H 2.987 -0.397 1.937  0.0983
31 H 1.379 -0.127 1.221  0.0236
32 H 2.778 -0.409 0.154  0.0919
33 C -0.331 -7.670 -3.676  -0.1087
34 O -1.559 -6.989 -3.541  -0.2001
35 C -2.183 -7.255 -2.297  -0.2037
36 C -3.200 -6.183 -1.974  -0.1722
37 O -2.624 -4.987 -1.459  -0.1376
38 C -1.943 -4.150 -2.377  -0.1835
39 C -2.850 -3.357 -3.289  -0.2175
40 O -3.298 -4.137 -4.379  -0.1863
41 C -4.460 -3.601 -4.977  -0.0997
42 H -0.475 -8.754 -3.625  0.0907
43 H 0.087 -7.415 -4.648  0.0885
44 H 0.376 -7.353 -2.900  0.0872
45 H -1.434 -7.300 -1.497  0.1264
46 H -2.691 -8.226 -2.371  0.1314
47 H -3.837 -6.560 -1.172  0.1287
48 H -3.845 -5.974 -2.829  0.1243
49 H -1.189 -4.706 -2.938  0.1263
50 H -1.413 -3.428 -1.748  0.1220
51 H -2.278 -2.507 -3.687  0.0948
52 H -3.704 -2.981 -2.712  0.1305
53 H -5.286 -3.573 -4.258  0.0911
54 H -4.741 -4.253 -5.801  0.0925
55 H -4.271 -2.594 -5.367  0.0835
56 C 4.288 5.227 8.678  -0.1066
57 O 4.325 5.608 7.319  -0.2016
58 C 5.277 4.860 6.581  -0.2046
59 C 4.968 4.929 5.102  -0.1753
60 O 3.920 4.049 4.698  -0.1328
61 C 2.600 4.433 5.049  -0.1825
62 C 2.057 5.570 4.208  -0.2260
63 O 2.542 6.812 4.671  -0.1877
64 C 2.456 7.820 3.688  -0.1014
65 H 5.257 5.393 9.159  0.0905
66 H 3.537 5.838 9.176  0.0890
67 H 4.000 4.174 8.778  0.0886
68 H 5.275 3.814 6.906  0.1294
69 H 6.269 5.294 6.764  0.1311
70 H 5.851 4.586 4.561  0.1278
71 H 4.768 5.953 4.784  0.1226
72 H 2.519 4.651 6.115  0.1256
73 H 1.987 3.549 4.850  0.1223
74 H 0.959 5.587 4.284  0.1282
75 H 2.346 5.415 3.162  0.1013
76 H 3.063 7.560 2.813  0.0892
77 H 2.847 8.739 4.118  0.0925
78 H 1.415 7.983 3.385  0.0889
79 C -4.890 4.568 -5.192  -0.0983
80 O -3.689 3.824 -5.154  -0.1976
81 C -2.640 4.533 -4.523  -0.2008
82 C -1.559 3.578 -4.071  -0.1576
83 O -1.872 2.898 -2.854  -0.2044
84 C -2.839 1.855 -2.945  -0.1815
85 C -2.312 0.591 -3.591  -0.2040
86 O -2.314 0.719 -4.998  -0.1766
87 C -1.440 -0.196 -5.631  -0.0814
88 H -4.757 5.497 -5.756  0.0934
89 H -5.644 3.960 -5.685  0.0924
90 H -5.236 4.797 -4.177  0.0898
91 H -3.021 5.091 -3.659  0.1304
92 H -2.217 5.239 -5.251  0.1355
93 H -0.666 4.166 -3.847  0.1305
94 H -1.294 2.872 -4.858  0.1298
95 H -3.752 2.201 -3.430  0.1415
96 H -3.094 1.616 -1.908  0.1242
97 H -2.965 -0.250 -3.322  0.1329
98 H -1.295 0.388 -3.227  0.0951
99 H -0.405 -0.025 -5.312  0.0931
100 H -1.503 -0.027 -6.703  0.0984
101 H -1.730 -1.229 -5.416  0.0767

No. 2
The following is a quantum chemistry calculation of 18 unconnected molecules or ions with the total composition C26H61BCl34NO5P3, from the OMol25 dataset.

ΔE to the lowest compared entry with this formula, charge and spin: 11.9 kcal/mol
Maximum force: 1.9 eV/A
2S+1: 1
HOMO-LUMO gap: 7.44 eV

Last column: Löwdin charge in e.
Element x y z (Å)
1 C 0.127 -1.649 1.724  -0.0826
2 C 0.463 -1.674 0.241  -0.2904
3 O -0.498 -2.444 -0.475  -0.1807
4 C -1.432 -1.724 -1.287  -0.3016
5 C -2.698 -2.549 -1.451  -0.3004
6 P -4.288 -1.449 -1.132  0.7280
7 C -5.452 -2.870 -1.273  -0.3254
8 C -6.426 -3.220 -0.102  -0.2546
9 C -7.951 -3.084 -0.354  -0.2013
10 C -8.799 -2.492 0.777  -0.2869
11 N -8.412 -2.956 2.114  -0.0375
12 P -6.048 0.139 -0.798  0.6130
13 P -5.242 2.121 -0.547  0.1609
14 O -6.287 3.036 -0.047  -0.3546
15 O -4.654 2.527 -1.968  -0.1838
16 O -3.951 2.118 0.404  -0.1747
17 B -3.836 -0.510 -2.763  -0.7199
18 C -4.368 -1.056 -4.124  -0.0130
19 O -3.022 0.566 -2.669  0.0854
20 H 0.559 -2.538 2.196  0.0686
21 H -0.955 -1.670 1.869  0.0761
22 H 0.571 -0.774 2.208  0.0459
23 H 1.434 -2.165 0.102  0.0887
24 H 0.547 -0.655 -0.161  0.1165
25 H -1.663 -0.771 -0.776  0.1038
26 H -0.985 -1.515 -2.258  0.0574
27 H -2.746 -2.975 -2.463  0.0790
28 H -2.658 -3.384 -0.744  0.0901
29 H -3.712 -1.192 0.135  0.0229
30 H -4.818 -3.742 -1.442  0.0761
31 H -6.031 -2.697 -2.186  0.0776
32 H -6.240 -4.283 0.092  0.0665
33 H -6.130 -2.709 0.819  0.0844
34 H -8.362 -4.059 -0.634  0.1081
35 H -8.089 -2.419 -1.216  0.0927
36 H -9.841 -2.789 0.612  0.1132
37 H -8.788 -1.413 0.684  0.0817
38 H -9.170 -2.810 2.769  0.0671
39 H -7.603 -2.452 2.462  0.0555
40 H -6.494 0.013 0.520  -0.1161
41 H -4.072 3.295 -1.875  0.0929
42 H -3.854 1.262 0.835  0.0493
43 H -5.355 -1.523 -4.058  0.0601
44 H -4.407 -0.266 -4.883  0.0741
45 H -3.664 -1.820 -4.480  0.0812
46 H -3.127 1.150 -3.430  0.1117
47 C 1.973 -0.869 -3.833  -1.0001
48 Cl 0.579 0.209 -3.797  0.5230
49 Cl 1.519 -2.568 -3.624  0.5684
50 H 2.449 -0.761 -4.799  -0.0196
51 H 2.651 -0.591 -3.036  0.0203
52 C 3.527 -1.822 3.416  -0.9692
53 Cl 3.778 -1.243 1.757  0.5419
54 Cl 2.631 -0.655 4.398  0.5172
55 H 2.962 -2.746 3.375  0.0242
56 H 4.496 -1.983 3.875  0.0284
57 C -5.970 -6.997 2.885  -1.0237
58 Cl -6.982 -5.602 2.501  0.5506
59 Cl -5.539 -7.939 1.445  0.4877
60 H -5.052 -6.644 3.339  0.0205
61 H -6.511 -7.646 3.563  0.0205
62 C 1.707 0.122 8.501  -1.0306
63 Cl 1.595 -1.636 8.386  0.4896
64 Cl 1.433 0.918 6.944  0.4842
65 H 0.954 0.469 9.198  0.0244
66 H 2.702 0.378 8.844  0.0035
67 C 4.911 2.496 -4.593  -1.0509
68 Cl 4.866 1.098 -5.676  0.5130
69 Cl 5.081 2.024 -2.891  0.4930
70 H 5.756 3.113 -4.859  -0.0509
71 H 3.983 3.044 -4.706  0.0319
72 C -10.575 1.816 -1.838  -1.0174
73 Cl -8.909 1.247 -1.659  0.4768
74 Cl -11.733 0.477 -1.963  0.4783
75 H -10.832 2.405 -0.966  0.0233
76 H -10.645 2.410 -2.741  0.0206
77 C 2.113 0.459 -8.541  -1.0327
78 Cl 1.143 0.719 -7.077  0.5039
79 Cl 3.341 1.703 -8.799  0.4705
80 H 2.604 -0.504 -8.453  0.0079
81 H 1.448 0.472 -9.396  -0.0006
82 C 4.036 -1.851 12.103  -1.0197
83 Cl 3.351 -0.250 11.786  0.5258
84 Cl 3.994 -2.911 10.692  0.5039
85 H 5.069 -1.724 12.402  0.0288
86 H 3.459 -2.319 12.889  -0.0060
87 C 4.232 2.351 2.979  -1.0265
88 Cl 4.270 3.176 4.544  0.5312
89 Cl 5.792 2.420 2.151  0.5017
90 H 3.988 1.313 3.156  -0.0647
91 H 3.487 2.831 2.356  0.0305
92 C 3.573 6.824 4.045  -1.0172
93 Cl 2.274 7.608 4.956  0.5261
94 Cl 5.049 7.797 4.035  0.5224
95 H 3.791 5.868 4.503  -0.0383
96 H 3.245 6.697 3.020  0.0268
97 C 6.221 5.636 -1.933  -1.0064
98 Cl 5.533 7.245 -1.716  0.5160
99 Cl 6.261 5.139 -3.632  0.5572
100 H 7.237 5.639 -1.559  0.0283
101 H 5.609 4.921 -1.398  0.0126
102 C 4.316 -6.289 12.203  -1.0325
103 Cl 5.559 -7.361 12.855  0.5110
104 Cl 3.672 -5.184 13.423  0.5121
105 H 4.754 -5.693 11.411  -0.0064
106 H 3.499 -6.895 11.831  0.0265
107 C 2.992 -4.974 -5.775  -1.0637
108 Cl 3.188 -6.706 -6.060  0.5054
109 Cl 2.577 -4.104 -7.260  0.4932
110 H 2.197 -4.827 -5.057  -0.0277
111 H 3.930 -4.581 -5.403  -0.0126
112 C 4.234 -0.770 -12.147  -1.0020
113 Cl 2.925 0.404 -11.955  0.5202
114 Cl 4.907 -1.309 -10.603  0.5095
115 H 3.838 -1.636 -12.661  0.0234
116 H 5.025 -0.303 -12.721  0.0251
117 C 6.417 -5.854 -8.173  -1.0255
118 Cl 6.472 -5.221 -6.523  0.5141
119 Cl 7.797 -5.329 -9.142  0.5079
120 H 6.425 -6.936 -8.119  0.0262
121 H 5.509 -5.494 -8.641  0.0160
122 C 0.519 9.974 2.611  -1.0467
123 Cl 0.426 11.722 2.854  0.5031
124 Cl 0.479 9.528 0.899  0.4953
125 H 1.451 9.619 3.034  -0.0234
126 H -0.327 9.512 3.105  0.0243
127 C 5.504 11.697 4.001  -1.0398
128 Cl 4.562 12.110 5.437  0.4978
129 Cl 6.985 12.653 3.868  0.5010
130 H 5.775 10.651 4.061  -0.0215
131 H 4.894 11.887 3.126  0.0242

2S+1 of number 1 (C26H60NO13S)? 1